1.
92
Properties=species:S:1:pos:R:3:forces:R:3:lowdin_charge:R:1 method="wB97M-V/def2-TZVPD" total_charge=+1 s_squared=0.763 homo_energy_ha="-0.4222 / -0.4222" orbital_gap_ev="7.8206 / 3.7093" spin_multiplicity=2
O -2.4141 6.3147 1.7044 -1.024 0.439 0.261 0.1326
C -1.3168 5.9128 1.4916 -0.725 -0.361 0.829 -0.5496
O -0.9445 5.5154 0.2944 0.092 -1.155 -2.040 0.0465
C 0.4043 5.0074 0.3032 -0.177 1.487 -0.903 -0.1466
C 0.9634 5.6740 1.5171 2.601 -0.722 0.295 -0.1762
C -0.1868 5.7700 2.4358 0.035 0.580 1.225 -0.0823
H 0.9023 5.4666 -0.5508 -0.211 -0.677 -0.346 0.1099
H 0.4538 3.9189 0.2749 -0.286 0.008 0.073 0.1149
H 1.4725 6.5937 1.2291 -0.356 0.221 0.187 0.1296
H 1.7362 5.0162 1.9148 0.272 0.183 0.235 0.1147
H -0.2365 6.6258 3.1090 0.310 -0.161 0.110 0.1404
H -0.2046 4.8435 3.0098 -0.693 0.075 0.097 0.1215
O 0.4544 -4.2153 4.0241 -0.914 4.886 2.175 0.0533
C 0.2605 -3.0732 4.5615 0.239 -4.413 -2.957 -0.4035
O -0.3689 -2.0751 3.8650 0.007 -1.620 -0.975 -0.0448
C -0.5297 -0.8466 4.5703 1.053 -1.383 1.437 -0.1171
C -0.2663 -1.3737 6.0245 -0.820 1.684 0.624 -0.1374
C 0.6492 -2.5757 5.9034 -0.182 0.832 -0.218 -0.0736
H -1.5429 -0.4826 4.3998 0.324 0.147 0.041 0.1216
H 0.2469 -0.1957 4.1688 -0.288 0.442 0.300 0.1028
H -1.2543 -1.6010 6.4249 0.055 -0.467 0.086 0.1178
H 0.1300 -0.6303 6.7161 0.078 0.173 -0.216 0.1161
H 0.6186 -3.2868 6.7289 -0.071 -0.042 -0.369 0.1393
H 1.6604 -2.1871 5.7831 0.317 -0.221 0.161 0.1375
O -1.6942 2.7414 2.9552 -1.141 -2.722 -2.051 0.0898
C -2.2617 1.9905 2.1507 1.120 1.788 1.740 -0.3972
O -2.0298 0.6214 2.0686 0.040 0.894 -0.097 -0.0224
C -2.8100 0.0404 1.0077 -0.629 0.967 -0.847 -0.1494
C -3.9257 1.1199 0.7104 -0.131 -1.482 0.509 -0.1307
C -3.2820 2.4382 1.1174 0.448 -1.366 0.091 -0.0616
H -3.1104 -0.9794 1.2483 -0.518 0.341 0.755 0.1121
H -2.2423 -0.1472 0.0962 0.774 0.571 0.010 0.0984
H -4.7693 0.8599 1.3497 -0.134 0.268 0.033 0.1151
H -4.2816 1.0728 -0.3188 0.154 0.058 0.036 0.1117
H -3.9525 3.1902 1.5334 0.278 0.046 -0.278 0.1417
H -2.6881 2.7713 0.2662 -0.089 0.667 0.055 0.1320
O 0.5052 -4.4829 -5.8394 -1.463 3.041 2.497 0.1099
C -0.0540 -3.6880 -5.0642 1.333 -4.800 -1.055 -0.4075
O -0.3356 -4.0895 -3.7525 0.550 -1.068 -1.538 0.0383
C -1.1080 -3.1358 -3.0965 1.592 0.513 2.411 -0.2476
C -1.6781 -2.2922 -4.1274 -0.756 1.078 -1.493 -0.1506
C -0.6731 -2.3824 -5.3166 -1.329 0.619 0.511 -0.0503
H -0.4051 -2.6257 -2.4378 0.167 0.493 0.321 0.1011
H -1.8722 -3.4801 -2.3996 0.122 -0.910 -0.295 0.1347
H -1.8634 -1.2792 -3.7700 -0.248 0.016 -0.197 0.1097
H -2.6207 -2.8089 -4.3081 -0.217 0.604 -0.946 0.1340
H 0.0907 -1.6065 -5.2632 -0.070 0.085 -0.254 0.0992
H -1.1681 -2.4118 -6.2873 0.276 0.282 0.012 0.1409
O 2.1401 5.3248 -2.9347 2.796 -4.284 1.626 0.0622
C 2.8178 4.3141 -2.5546 -2.459 4.127 -2.040 -0.4167
O 2.6788 3.7583 -1.3615 -0.531 0.958 0.582 0.0272
C 3.5506 2.6743 -1.1754 0.307 -1.345 -0.066 -0.1501
C 4.5376 2.6901 -2.3483 0.553 -0.508 0.561 -0.1351
C 3.8055 3.4892 -3.3676 -0.553 1.779 -0.482 -0.0815
H 2.9327 1.7779 -1.2266 -0.051 -0.213 0.281 0.1052
H 4.0074 2.7459 -0.1883 -0.002 0.029 -0.123 0.1361
H 4.8302 1.7018 -2.7031 -0.169 -0.122 0.196 0.1106
H 5.4643 3.1691 -2.0322 -0.045 0.209 -0.199 0.1274
H 3.1200 2.9816 -4.0463 0.421 -0.407 -0.091 0.0900
H 4.4260 4.1710 -3.9491 -0.090 -0.160 -0.118 0.1412
O 0.1897 -4.4968 0.1478 -1.851 -0.386 0.820 0.0864
C -0.8521 -4.9356 0.6071 1.283 -0.791 -1.148 -0.4185
O -1.0289 -6.3039 0.7582 1.191 1.050 -0.681 0.0161
C -2.3422 -6.6860 1.1351 0.189 0.707 0.676 -0.1554
C -3.1115 -5.3944 1.0713 -1.397 0.867 -0.656 -0.1610
C -2.1078 -4.2507 1.0960 0.126 -0.316 0.908 -0.0823
H -2.2948 -7.0255 2.1698 -0.038 -0.419 -0.109 0.1312
H -2.7115 -7.4495 0.4503 0.108 -0.020 0.199 0.1325
H -3.9348 -5.3176 1.7816 0.219 -0.021 0.172 0.1217
H -3.5704 -5.2684 0.0907 -0.276 -0.446 -0.145 0.1118
H -1.8253 -3.9025 2.0895 -0.116 -0.048 0.348 0.1167
H -2.5222 -3.3836 0.5818 0.647 -0.059 -0.408 0.1068
N 0.7434 0.0256 -3.2506 -0.580 -0.309 -0.041 0.1088
C 1.9116 -0.7258 -3.2071 -1.870 0.076 0.637 0.0502
C 2.7083 -0.2107 -4.1832 2.994 1.270 -1.301 -0.0329
C 2.1293 0.8905 -4.7641 0.448 -1.385 -0.592 0.0148
C 0.8046 0.9102 -4.2564 0.178 1.149 1.109 0.0457
H -0.0052 -0.0152 -2.5738 -0.075 -0.165 0.212 0.1516
H 2.0494 -1.5756 -2.5549 -0.093 0.129 0.170 0.1585
H 3.7486 -0.4382 -4.3628 -0.134 -0.530 0.028 0.1370
H 2.6248 1.5130 -5.4944 -0.492 0.031 -0.101 0.1350
H 0.0649 1.6679 -4.4691 -0.384 -0.298 0.142 0.1622
C 1.9576 0.7960 1.8168 -1.315 0.375 -0.933 0.0111
C 0.9931 0.1261 0.8155 0.183 -1.226 0.002 -0.4419
O 0.5827 0.6885 -0.1842 0.130 0.417 -0.019 0.0059
C 0.6898 -1.3804 0.9838 0.448 1.454 0.349 0.0019
H 1.9011 1.8676 1.6255 0.102 0.050 0.104 0.0715
H 2.9768 0.4628 1.6215 -0.050 -0.261 0.224 0.0935
H 1.6243 0.6071 2.8373 0.338 -0.168 -0.054 0.0666
H -0.3172 -1.5740 1.3534 -0.009 0.227 0.020 0.0677
H 1.3818 -1.7524 1.7393 -0.045 -0.587 -0.368 0.0884
H 0.7737 -1.8186 -0.0107 0.197 -0.351 0.268 0.0631


2.
92
Properties=species:S:1:pos:R:3:forces:R:3:lowdin_charge:R:1 method="wB97M-V/def2-TZVPD" total_charge=-1 de_lowest_ev=0.766 homo_energy_ha=-0.1433 orbital_gap_ev=5.9766
Na -1.0675 0.6021 0.0034 -1.479 -0.013 0.030 0.1785
C -2.8217 -2.7858 -0.3523 0.000 0.096 0.003 -0.0971
N -2.7810 -1.5501 -1.1068 -0.035 -0.058 -0.025 -0.2585
C -4.1069 -1.1617 -1.5399 0.107 0.027 0.030 -0.1066
C -1.8473 -1.6515 -2.2209 -0.006 0.051 0.036 -0.2054
C -1.7049 -0.3686 -3.0342 0.005 0.057 0.015 -0.2436
N -1.5291 0.7473 -2.1410 0.005 0.103 -0.393 -0.0052
C -1.3501 1.9668 -2.6057 0.008 0.156 -0.351 -0.2198
C -1.2570 3.0488 -1.6707 0.031 0.088 -0.034 -0.1692
F -1.3532 2.7496 -0.3442 0.071 0.391 -0.251 0.0305
C -1.0647 4.3557 -2.0246 0.028 0.045 -0.093 -0.2460
F -0.9954 5.2925 -1.0555 0.000 0.012 0.108 0.0665
C -0.9376 4.7582 -3.3461 0.013 -0.017 -0.061 0.0141
C -1.0167 3.7450 -4.2858 -0.006 0.131 0.200 -0.2501
F -0.8876 4.0708 -5.5898 -0.008 -0.035 -0.140 0.0599
C -1.2162 2.4257 -3.9581 -0.019 -0.012 0.103 -0.1417
F -1.2535 1.5392 -4.9903 -0.022 -0.099 0.010 0.0437
H -3.2645 -3.6181 -0.9302 0.019 -0.019 -0.012 0.0837
H -3.4152 -2.6414 0.5529 -0.011 -0.031 -0.001 0.0834
H -1.8113 -3.0663 -0.0544 -0.106 -0.034 0.002 0.0615
H -4.5375 -1.8780 -2.2649 -0.003 -0.001 0.003 0.0889
H -4.0628 -0.1747 -1.9981 -0.043 -0.049 -0.021 0.0655
H -4.7715 -1.1065 -0.6746 -0.004 0.007 -0.009 0.0758
H -2.1413 -2.4678 -2.9098 0.040 -0.048 0.036 0.1203
H -0.8706 -1.9005 -1.7965 0.000 -0.056 -0.022 0.1019
H -2.5837 -0.2409 -3.6828 0.012 -0.042 -0.039 0.1069
H -0.8477 -0.5265 -3.7024 -0.053 0.002 -0.071 0.1138
H -0.7857 5.7881 -3.6269 0.000 -0.002 0.025 0.1137
C -8.0608 0.9882 0.8478 0.059 -0.009 -0.027 -0.0528
C -6.5751 1.1950 0.7464 0.026 0.011 -0.018 -0.2845
C -5.7081 0.7604 1.7407 -0.035 0.006 -0.024 -0.0370
C -4.3417 0.9498 1.5796 -0.052 -0.026 -0.057 -0.1240
N -3.8093 1.5279 0.5094 0.189 -0.104 0.195 0.0856
C -4.6363 1.9585 -0.4360 -0.046 0.079 -0.077 -0.1403
C -6.0134 1.8195 -0.3635 0.005 -0.024 0.094 -0.0337
H -8.3235 0.4837 1.7768 -0.030 0.015 -0.001 0.0712
H -8.4118 0.3774 0.0141 -0.038 0.001 0.019 0.0810
H -8.5919 1.9403 0.8046 -0.008 -0.006 0.014 0.0797
H -6.0925 0.2772 2.6309 0.024 -0.017 0.000 0.1044
H -3.6376 0.6163 2.3358 -0.037 -0.024 0.004 0.1146
H -4.1693 2.4303 -1.2961 0.006 -0.028 0.008 0.1128
H -6.6448 2.1866 -1.1639 0.032 -0.002 -0.028 0.1114
N 0.1935 -0.1873 1.3781 0.697 -0.423 0.595 -0.2712
P 1.6441 -0.4420 1.0689 1.431 -0.491 0.371 0.5150
N 2.5140 0.6316 0.0645 -0.377 0.195 0.100 -0.2063
C 1.7372 1.6737 -0.6018 0.029 0.022 0.017 -0.2231
C 2.4582 2.1643 -1.8479 0.069 0.005 0.095 -0.1703
C 3.7707 2.8568 -1.4519 -0.026 -0.077 0.036 -0.1938
C 4.3916 2.1877 -0.2088 -0.047 -0.022 -0.101 -0.1840
C 3.9535 0.7282 -0.0920 0.073 0.013 0.033 -0.2410
N 2.7804 -0.4838 2.4240 -0.516 0.000 -0.231 -0.2170
C 2.4033 -1.5897 3.3317 0.083 0.041 -0.072 -0.2358
C 2.8635 -1.3281 4.7687 0.133 0.078 -0.098 -0.1964
C 4.1789 -0.5563 4.7449 -0.088 0.011 0.056 -0.2137
C 3.9272 0.8407 4.1608 -0.008 -0.088 -0.067 -0.1844
C 2.7921 0.7987 3.1247 0.053 -0.008 0.133 -0.2460
N 2.0243 -1.9840 0.4208 -0.468 -0.082 0.193 -0.2097
C 3.3535 -2.4765 0.1141 0.034 0.106 -0.022 -0.2354
C 3.4520 -3.9831 0.3430 -0.057 0.003 -0.078 -0.1901
C 2.4563 -4.7539 -0.5446 0.036 0.060 0.016 -0.2008
C 1.2080 -3.9050 -0.8365 0.036 0.018 0.099 -0.1916
C 0.9475 -2.9563 0.3269 0.022 0.015 -0.088 -0.2555
H 1.5444 2.5316 0.0631 -0.030 -0.037 -0.008 0.1275
H 0.7727 1.2546 -0.8686 0.100 0.122 -0.244 0.0612
H 1.8149 2.8449 -2.4099 -0.019 -0.028 -0.010 0.1038
H 2.6657 1.3019 -2.4874 -0.035 0.008 -0.038 0.1154
H 3.5746 3.9099 -1.2357 0.027 0.017 -0.038 0.1022
H 4.4706 2.8252 -2.2909 0.017 0.031 0.012 0.0987
H 4.0794 2.7182 0.6945 0.003 -0.011 0.015 0.0995
H 5.4825 2.2379 -0.2525 0.006 0.018 0.042 0.1019
H 4.4305 0.2592 0.7694 0.009 -0.009 -0.022 0.0942
H 4.2978 0.1953 -0.9931 0.034 -0.050 0.042 0.1082
H 2.8877 -2.5021 2.9660 -0.028 0.029 0.002 0.0946
H 1.3175 -1.7548 3.3095 0.014 0.002 0.010 0.0967
H 2.9705 -2.2801 5.2938 -0.041 0.005 0.021 0.1018
H 2.1143 -0.7400 5.3064 -0.014 -0.027 0.025 0.1075
H 4.8891 -1.1014 4.1174 0.029 0.012 0.012 0.1051
H 4.6124 -0.4804 5.7458 0.035 -0.020 -0.019 0.0966
H 4.8457 1.2254 3.7097 -0.009 0.014 -0.008 0.0971
H 3.6444 1.5281 4.9638 0.037 0.038 -0.011 0.1009
H 2.9262 1.5898 2.3852 -0.036 0.007 0.016 0.0919
H 1.8257 0.9948 3.6120 0.010 -0.025 -0.035 0.1088
H 4.0768 -1.9559 0.7460 0.033 -0.020 -0.022 0.0952
H 3.6251 -2.2704 -0.9346 0.044 0.049 0.026 0.1120
H 3.2498 -4.1936 1.3960 0.000 0.019 0.005 0.0957
H 4.4748 -4.3096 0.1400 0.008 -0.027 0.042 0.1026
H 2.1625 -5.6756 -0.0354 0.017 -0.028 -0.032 0.0987
H 2.9387 -5.0464 -1.4811 -0.012 -0.021 0.002 0.0978
H 0.3374 -4.5431 -1.0092 0.005 -0.004 -0.031 0.1025
H 1.3616 -3.3066 -1.7388 -0.032 0.002 -0.009 0.1098
H 0.8369 -3.5542 1.2505 -0.014 0.037 0.005 0.1174
H 0.0189 -2.4006 0.2040 0.090 -0.001 0.079 0.0523


Number 1: E -2241.98850 Ha. Number 2: E -2496.52452 Ha.